(1)
Here is an isolated molecule of C6H7 in a non-equilibrium geometry from OMol25. Energies are from wB97M-V/def2-TZVPD.

The geometry in XYZ format:
```
13
Properties=species:S:1:pos:R:3:lowdin_spin:R:1
H 0.449 -0.805 -1.095 0.0234
C 1.013 0.717 0.326 0.3381
C 0.020 1.435 -0.319 0.0014
C -0.958 0.583 -0.887 0.2381
C -0.508 -0.810 -0.674 0.0900
C -0.244 -1.238 0.742 0.2769
C 0.738 -0.290 1.259 -0.0207
H 1.121 -0.408 2.261 -0.0010
H -0.645 -2.079 1.190 0.0225
H -1.146 -1.602 -1.252 0.0021
H -1.857 0.839 -1.456 0.0169
H -0.079 2.532 -0.392 0.0020
H 2.096 1.127 0.298 0.0102
```

## Properties
- spin multiplicity = 2
- E_HOMO (alpha / beta) (Eh) = -0.2785 / -0.3223
- E_LUMO (alpha / beta) (eV) = 1.24 / -0.62

=====

(2)
Here is H6InO3 as an isolated structure in a non-equilibrium geometry from OMol25. Energies are from wB97M-V/def2-TZVPD.

The geometry in XYZ format:
```
10
Properties=species:S:1:pos:R:3:mulliken_charge:R:1
In -0.345 -0.884 0.794 1.8214
O -1.057 -0.650 -2.060 -0.4437
H -1.408 0.082 -2.568 0.3706
H -0.916 -1.344 -2.704 0.3746
O -1.099 1.123 2.880 -0.3668
H -1.859 1.679 3.051 0.3916
H -0.604 1.135 3.699 0.4061
O 2.056 -0.449 -0.939 -0.3562
H 2.615 -0.948 -1.535 0.3937
H 2.617 0.256 -0.618 0.4087
```

## Properties
- charge = +3
- E_HOMO (Eh) = -0.9406
- E_LUMO (eV) = -21.66

=====

(3)
Here is an isolated molecule of C4H4O3S in a non-equilibrium geometry from OMol25. Energies are from wB97M-V/def2-TZVPD.

The geometry in XYZ format:
```
12
Properties=species:S:1:pos:R:3:mulliken_charge:R:1
O 1.052 2.051 1.711 -0.5329
C 0.759 1.063 1.070 0.6192
O 1.383 -0.121 1.154 -0.5054
C -0.445 1.116 0.157 -0.2763
C -0.992 0.148 -0.635 -0.2283
C -0.549 -1.161 -1.202 0.3893
O 0.304 -1.971 -0.624 -0.4551
S -1.421 -1.698 -2.446 -0.3248
H 2.165 -0.064 1.788 0.3543
H -1.215 1.877 0.260 0.3165
H -2.042 0.294 -1.188 0.2144
H 1.001 -1.535 -0.046 0.4292
```

## Properties
- E_HOMO (Eh) = -0.3288
- SMILES = O=C(O)/C=C\C(O)=S
- E_LUMO (eV) = -1.01

=====

(4)
Here is C38H41N2O4P2Pt as an isolated structure in a non-equilibrium geometry from OMol25. Energies are from wB97M-V/def2-TZVPD.

The geometry in XYZ format:
```
88
Properties=species:S:1:pos:R:3:lowdin_spin:R:1
Pt 0.142 -0.399 0.280 0.5922
C -2.279 5.153 -2.022 -0.0003
O -1.815 3.940 -1.442 -0.0224
C -1.150 2.991 -2.262 -0.0082
C -0.881 3.205 -3.643 0.1970
C -0.274 2.165 -4.330 0.0017
C 0.112 1.016 -3.757 0.1198
C 0.852 -0.016 -4.458 0.0088
C 1.891 0.460 -5.492 0.0015
O 0.669 -1.191 -4.224 0.0411
C -0.121 0.894 -2.329 0.0386
O 0.525 -0.107 -1.709 0.3932
C -1.072 1.711 -1.706 0.1269
H -3.364 4.986 -2.321 -0.0006
H -1.765 5.564 -2.912 -0.0001
H -2.227 5.892 -1.250 0.0000
H -1.155 4.100 -4.206 0.0100
H -0.227 2.247 -5.412 -0.0028
H 2.109 1.454 -5.108 -0.0003
H 1.469 0.629 -6.503 0.0000
H 2.644 -0.329 -5.486 0.0000
H -1.505 1.526 -0.680 0.0038
C -0.825 -3.369 2.647 0.0015
C -1.721 -3.261 1.403 0.0126
P -1.065 -2.308 -0.031 0.1034
C -2.551 -1.877 -1.009 0.0170
C -3.662 -1.455 -0.314 0.0257
C -4.820 -1.100 -1.000 -0.0015
C -4.832 -1.162 -2.384 0.0269
C -3.640 -1.488 -3.087 -0.0023
C -2.481 -1.689 -2.384 0.0201
C -0.037 -3.453 -1.016 0.0065
C -0.718 -4.397 -1.782 0.0060
C -0.009 -5.225 -2.642 0.0004
C 1.366 -5.080 -2.723 0.0025
C 2.032 -4.176 -1.885 -0.0006
C 1.358 -3.465 -0.873 0.0029
C -0.508 -2.108 3.372 0.0016
P 0.352 -0.691 2.510 0.0819
C -0.333 0.804 3.292 0.0056
C -1.378 1.437 2.624 0.0061
C -1.666 2.771 2.992 -0.0013
C -1.263 3.272 4.224 0.0049
C -0.309 2.559 5.008 -0.0016
C 0.173 1.291 4.505 0.0065
C 2.076 -0.877 2.962 0.0209
C 2.609 -2.080 3.566 0.0160
C 3.887 -2.079 4.091 -0.0016
C 4.712 -0.919 4.043 0.0200
C 4.190 0.235 3.528 -0.0006
C 2.901 0.221 3.006 0.0209
H 0.100 -3.992 2.413 0.0000
H -1.372 -4.009 3.334 0.0000
H -2.577 -2.604 1.612 0.0003
H -2.088 -4.139 0.917 0.0047
H -3.741 -1.588 0.769 0.0011
H -5.653 -0.654 -0.415 -0.0006
H -5.772 -0.939 -2.894 0.0018
H -3.682 -1.547 -4.140 -0.0008
H -1.476 -1.638 -2.866 0.0004
H -1.801 -4.542 -1.758 0.0007
H -0.502 -6.042 -3.111 0.0000
H 1.860 -5.632 -3.513 0.0002
H 3.069 -4.065 -2.018 -0.0001
H 1.921 -2.970 -0.144 0.0007
H 0.138 -2.369 4.257 0.0015
H -1.376 -1.565 3.793 -0.0001
H -2.132 0.786 2.124 -0.0004
H -2.328 3.387 2.418 -0.0002
H -1.662 4.250 4.540 0.0004
H 0.001 2.899 6.000 -0.0002
H 0.848 0.722 5.121 0.0004
H 2.028 -2.956 3.636 0.0013
H 4.297 -2.991 4.647 -0.0001
H 5.745 -0.942 4.301 0.0013
H 4.703 1.186 3.514 -0.0005
H 2.498 1.155 2.627 0.0013
C 1.703 4.229 1.481 0.0009
N 2.474 3.482 0.487 0.0045
C 2.003 2.275 0.015 0.0101
N 2.518 1.978 -1.191 -0.0004
O 1.133 1.646 0.625 0.0690
H 1.379 5.152 0.998 0.0001
H 2.255 4.374 2.405 0.0001
H 0.753 3.651 1.679 0.0001
H 3.038 4.091 -0.148 0.0007
H 3.033 2.670 -1.731 0.0002
H 2.250 1.030 -1.450 0.0013
```

## Properties
- charge = +1
- spin multiplicity = 3
- E_HOMO (alpha / beta) (Eh) = -0.2642 / -0.3914
- E_LUMO (alpha / beta) (eV) = -2.12 / -5.48

=====

(5)
Here is a 14-piece molecular cluster, C52H108N4O24 overall in a non-equilibrium geometry from OMol25. Energies are from wB97M-V/def2-TZVPD.

The geometry in XYZ format:
```
188
Properties=species:S:1:pos:R:3:mulliken_charge:R:1
C 2.217 6.132 -2.508 0.3553
O 1.605 5.663 -1.568 -0.4570
N 3.159 7.095 -2.421 0.1383
C 3.533 7.670 -1.153 -0.9369
C 3.928 7.475 -3.575 -0.9380
H 2.072 5.773 -3.538 0.0546
H 3.525 8.757 -1.205 0.3650
H 4.541 7.339 -0.867 0.3357
H 2.874 7.295 -0.376 0.2049
H 3.444 7.151 -4.498 0.3052
H 4.082 8.551 -3.676 0.3121
H 4.924 7.012 -3.591 0.3384
C -3.346 -2.993 -3.049 -0.1305
O -3.279 -1.787 -2.974 -0.4414
N -2.389 -3.869 -2.682 0.4513
C -2.480 -5.300 -2.838 -0.5697
C -1.173 -3.371 -2.073 0.3317
H -4.241 -3.510 -3.446 0.2784
H -2.447 -5.778 -1.857 -0.1038
H -1.605 -5.653 -3.398 0.3425
H -3.330 -5.661 -3.412 0.3028
H -0.315 -3.328 -2.750 0.2901
H -1.322 -2.379 -1.652 -0.5684
H -0.922 -4.012 -1.219 -0.2348
C -2.861 4.891 1.775 0.2023
O -3.371 5.990 1.889 -0.6683
N -1.534 4.660 1.637 0.1797
C -0.588 5.727 1.422 -0.8962
C -1.040 3.291 1.565 0.5505
H -3.459 3.967 1.768 0.3223
H -0.165 5.667 0.414 0.3223
H 0.259 5.647 2.109 0.2580
H -1.105 6.669 1.587 0.3873
H -0.034 3.167 1.967 -0.1423
H -1.717 2.647 2.128 -0.2484
H -1.012 2.943 0.522 -0.2348
C -4.439 0.648 3.229 -0.1455
O -4.060 1.600 2.581 -0.5289
N -3.661 -0.101 4.041 0.4533
C -4.209 -1.136 4.899 -0.8892
C -2.303 0.268 4.276 -0.5424
H -5.489 0.303 3.228 0.3637
H -4.242 -0.807 5.939 0.3014
H -3.524 -1.987 4.861 0.2706
H -5.174 -1.468 4.528 0.3160
H -1.681 -0.613 4.424 0.4958
H -1.889 0.841 3.443 -0.4169
H -2.178 0.962 5.117 0.3055
O 1.689 1.047 1.123 -0.4042
C 1.208 1.072 0.014 -0.1488
O 0.158 0.342 -0.366 1.0533
C -0.502 -0.500 0.599 0.8101
C -1.989 -0.269 0.502 0.7147
C 1.690 1.984 -1.078 0.0172
H -0.174 -0.199 1.595 -0.4906
H -0.254 -1.540 0.394 -0.2438
H -2.563 -0.802 1.265 0.1537
H -2.434 -0.633 -0.434 -0.4200
H -2.230 0.791 0.575 -0.8026
H 2.624 2.453 -0.794 0.1876
H 0.961 2.790 -1.179 -0.3098
H 1.773 1.428 -2.008 0.0767
O 0.504 -3.714 1.228 -0.2977
C 1.548 -4.181 1.616 0.3213
O 2.392 -4.890 0.864 -0.3943
C 2.097 -4.992 -0.528 0.2058
C 1.141 -6.131 -0.832 -0.5773
C 2.071 -3.956 3.007 -1.1822
H 3.048 -5.161 -1.030 0.4078
H 1.717 -4.036 -0.890 -0.1728
H 1.617 -7.089 -1.037 0.4437
H 0.553 -5.896 -1.725 0.1499
H 0.421 -6.273 -0.028 -0.1459
H 1.374 -3.320 3.536 0.2580
H 3.059 -3.496 2.964 0.3686
H 2.179 -4.953 3.442 0.4539
O 4.189 0.952 -3.176 -0.5545
C 3.932 -0.177 -3.487 0.7612
O 4.477 -0.817 -4.535 -0.3333
C 5.320 -0.051 -5.423 -0.2787
C 4.883 -0.304 -6.852 -1.1367
C 2.948 -1.079 -2.819 -0.8082
H 6.335 -0.403 -5.237 0.3545
H 5.287 1.006 -5.174 0.3053
H 5.438 -1.127 -7.301 0.3007
H 4.989 0.566 -7.500 0.3276
H 3.819 -0.544 -6.882 0.3113
H 2.110 -1.326 -3.477 0.3746
H 2.490 -0.745 -1.893 -0.0417
H 3.431 -2.038 -2.609 0.4965
O 7.262 1.484 0.274 -0.5919
C 6.677 0.834 -0.548 0.7845
O 5.494 0.238 -0.344 -0.1787
C 4.914 0.315 0.977 0.8824
C 5.364 -0.813 1.868 -1.2103
C 7.150 0.594 -1.949 -0.8829
H 3.831 0.381 0.870 -0.6261
H 5.181 1.285 1.403 0.1474
H 5.148 -1.782 1.411 0.2467
H 4.799 -0.788 2.797 0.2345
H 6.422 -0.710 2.100 0.4146
H 8.039 1.190 -2.139 0.3991
H 6.378 0.807 -2.685 0.0179
H 7.430 -0.457 -2.064 0.2902
O 4.712 -1.853 5.159 -0.5500
C 3.630 -2.142 5.584 0.8259
O 2.500 -1.444 5.360 -0.4370
C 2.556 -0.448 4.305 0.7757
C 1.333 0.430 4.370 -0.8289
C 3.357 -3.315 6.478 -1.1198
H 2.614 -0.969 3.349 0.1375
H 3.439 0.175 4.443 0.1693
H 1.506 1.218 3.620 -0.0777
H 1.260 1.000 5.297 0.5265
H 0.390 0.012 4.032 -0.3012
H 2.965 -4.176 5.945 0.1935
H 2.645 -3.034 7.257 0.3271
H 4.274 -3.566 7.010 0.3581
O -2.124 2.894 -4.775 -0.5907
C -1.318 3.046 -3.881 0.6959
O -0.719 2.045 -3.264 0.1982
C -1.343 0.743 -3.326 1.4158
C -0.875 0.079 -4.606 -1.3580
C -0.810 4.403 -3.507 -1.0557
H -2.422 0.867 -3.275 -0.3334
H -0.981 0.171 -2.481 -0.5850
H 0.214 -0.059 -4.574 0.2581
H -1.007 0.698 -5.495 0.4232
H -1.353 -0.884 -4.785 0.2633
H -1.483 5.199 -3.796 0.3988
H 0.153 4.573 -3.999 0.3070
H -0.537 4.442 -2.450 -0.0232
O 5.188 2.227 3.681 -0.5639
C 4.509 2.937 4.374 0.8872
O 3.991 4.102 3.972 -0.3984
C 4.237 4.506 2.625 -0.6720
C 3.183 3.960 1.662 0.5109
C 4.159 2.627 5.810 -1.1440
H 5.230 4.178 2.313 0.4125
H 4.220 5.594 2.600 0.3406
H 3.297 4.515 0.726 0.1841
H 2.202 4.210 2.058 -0.0630
H 3.380 2.927 1.396 -0.4844
H 3.082 2.689 5.954 0.2327
H 4.644 3.369 6.444 0.4283
H 4.541 1.633 6.017 0.3063
O -7.557 -2.174 -2.082 -0.6288
C -6.566 -2.147 -1.394 0.2930
O -5.983 -3.231 -0.872 -0.0919
C -6.406 -4.528 -1.295 -0.6347
C -5.494 -5.543 -0.668 -0.7573
C -5.861 -0.888 -0.991 0.2920
H -6.253 -4.559 -2.383 0.2707
H -7.479 -4.685 -1.173 0.4874
H -4.463 -5.234 -0.823 0.0270
H -5.734 -6.464 -1.210 0.3719
H -5.638 -5.764 0.388 0.3881
H -4.827 -1.004 -1.329 -0.2608
H -5.808 -0.815 0.099 0.1398
H -6.298 0.020 -1.386 0.1210
O -6.872 2.032 -2.744 -0.5435
C -6.628 3.184 -2.993 0.7822
O -5.448 3.772 -2.746 -0.4846
C -4.391 2.911 -2.303 -0.2494
C -4.507 2.623 -0.828 -0.3041
C -7.645 4.143 -3.550 -1.1652
H -3.468 3.446 -2.495 0.0949
H -4.370 1.967 -2.848 0.4683
H -4.569 3.530 -0.225 0.4327
H -3.632 2.058 -0.497 -0.4030
H -5.389 2.036 -0.582 0.3373
H -8.132 3.703 -4.416 0.3337
H -7.235 5.123 -3.768 0.3014
H -8.425 4.256 -2.793 0.2893
O -1.946 -6.114 3.547 -0.6481
C -2.442 -5.422 2.699 0.3725
O -3.167 -5.899 1.676 -0.1695
C -3.218 -7.312 1.429 -0.4130
C -1.983 -7.697 0.634 -0.6646
C -2.314 -3.942 2.608 0.0354
H -4.120 -7.502 0.854 0.3346
H -3.284 -7.877 2.358 0.4136
H -1.110 -7.786 1.280 0.3504
H -1.767 -6.943 -0.121 -0.2449
H -2.146 -8.651 0.128 0.4546
H -3.205 -3.423 2.971 0.2750
H -2.154 -3.624 1.580 -0.2197
H -1.492 -3.571 3.215 0.1463
```

## Properties
- E_HOMO (Eh) = -0.3205
- E_LUMO (eV) = 0.30

=====

(6)
Here is C32H38AsBF2N5PtTe as an isolated structure in a non-equilibrium geometry from OMol25. Energies are from wB97M-V/def2-TZVPD.

The geometry in XYZ format:
```
81
Properties=species:S:1:pos:R:3:mulliken_charge:R:1
Pt -0.284 -0.738 0.274 1.5869
C -3.489 5.470 2.416 -1.6067
C -2.906 4.404 1.529 0.3674
C -2.207 4.712 0.370 -1.1659
C -1.723 3.718 -0.461 -0.4844
C -1.913 2.362 -0.189 0.0861
N -1.461 1.402 -1.126 -0.0295
C -0.397 1.818 -1.979 -0.5837
C -0.572 1.932 -3.350 -0.5861
C 0.441 2.428 -4.153 -1.0802
C 1.663 2.825 -3.614 0.4717
C 2.756 3.377 -4.487 -1.6145
C 1.845 2.686 -2.244 -0.7786
C 0.834 2.180 -1.438 0.5166
N 1.038 2.175 -0.022 2.4948
C 1.517 3.207 0.706 -0.4462
C 1.471 2.851 2.030 -1.4696
C 0.937 1.558 2.029 -0.5371
N 0.686 1.152 0.793 -0.8824
C -2.565 2.051 1.007 0.3379
C -3.059 3.061 1.828 -0.1547
N -2.751 0.722 1.511 0.4336
C -3.906 0.262 2.007 -0.1673
C -3.667 -0.943 2.630 -1.2464
C -2.309 -1.149 2.453 -1.0961
N -1.731 -0.154 1.781 -0.6170
H -3.054 6.444 2.196 0.3916
H -3.322 5.246 3.469 0.3817
H -4.567 5.546 2.264 0.3056
H -2.049 5.748 0.096 0.3941
H -1.214 4.002 -1.372 0.5092
H -1.531 1.666 -3.775 0.5440
H 0.269 2.533 -5.218 0.4823
H 2.341 3.994 -5.283 0.4149
H 3.317 2.568 -4.959 0.2934
H 3.456 3.981 -3.912 0.4008
H 2.787 2.976 -1.792 0.2940
H 1.827 4.121 0.227 0.4725
H 1.777 3.438 2.877 0.5900
H 0.721 0.902 2.857 0.4439
H -3.563 2.771 2.743 0.5947
H -4.818 0.817 1.865 0.5777
H -4.376 -1.575 3.136 0.5082
H -1.683 -1.932 2.838 1.1750
Te -1.358 -3.090 -0.228 -0.0116
C -1.082 -4.540 1.297 0.2201
C -0.259 -5.613 0.952 -0.4846
C 0.049 -6.592 1.887 -0.6958
C -0.455 -6.510 3.175 -0.4420
C -1.293 -5.461 3.519 -0.6547
C -1.608 -4.482 2.586 -0.2238
H 0.134 -5.687 -0.055 0.3925
H 0.689 -7.419 1.605 0.4082
H -0.203 -7.267 3.906 0.3942
H -1.709 -5.405 4.517 0.3987
H -2.294 -3.700 2.861 0.5409
F -3.214 -0.245 -0.903 -0.1830
B -1.981 0.061 -1.321 0.4365
F -1.570 -0.597 -2.427 -0.3038
C 0.603 -2.772 -3.289 -1.0461
C 1.542 -1.671 -2.814 -0.5106
As 1.676 -1.365 -0.890 0.4573
C 2.320 -3.066 -0.214 -0.3363
C 2.310 -3.163 1.311 -0.9641
C 3.276 -0.264 -0.922 -0.4839
C 3.886 0.134 0.420 -1.2142
H 0.562 -2.767 -4.380 0.4109
H -0.404 -2.629 -2.917 0.0346
H 0.942 -3.757 -2.971 0.3145
H 1.236 -0.714 -3.247 0.1967
H 2.563 -1.876 -3.143 0.6571
H 3.328 -3.208 -0.612 0.5649
H 1.670 -3.831 -0.637 0.1603
H 3.046 -2.498 1.766 0.2626
H 2.532 -4.180 1.632 0.4031
H 1.327 -2.895 1.707 0.0724
H 3.032 0.614 -1.517 -0.0234
H 3.980 -0.868 -1.496 0.7985
H 3.145 0.540 1.105 0.1805
H 4.657 0.891 0.274 0.3918
H 4.356 -0.720 0.908 0.3599
```

## Properties
- charge = +1
- E_HOMO (Eh) = -0.3540
- E_LUMO (eV) = -2.76

=====

For the records above, the corresponding ΔE to the lowest compared entry with this formula, charge and spin values read 1.747, 2.659, 1.568, 2.421, 1.025, 0.000 eV.
For the records above, the corresponding DFT total energy values read -232.680002, -417.875824, -778.686639, -2684.807476, -4071.081498, -4363.640540 a.u..